Entry 1:
Computed, not measured: a 9-piece molecular cluster, C7H27NO8 overall at a distorted geometry, with ωB97M-V/def2-TZVPD.

Geometry as ORCA input:
```
! RIJCOSX wB97M-V def2-TZVPD def2/J DEFGRID3
* xyz 0 1
C 3.02375 1.60458 3.18006
C 2.05922 2.49248 2.94537
C 1.56870 2.88355 1.60505
C 1.73235 2.16862 0.49380
C 0.97587 2.42275 -0.77027
C 0.33306 1.15783 -1.32177
C 0.21331 0.90714 -2.61470
N -0.46805 -0.23326 -3.14520
H 3.62417 1.16680 2.40839
H 3.27800 1.23899 4.17054
H 1.60304 2.95265 3.81530
H 1.07188 3.84727 1.61737
H 2.40557 1.33227 0.52290
H 0.09688 3.03324 -0.65340
H 1.58513 2.79408 -1.59858
H -0.04085 0.45450 -0.60210
H 0.59692 1.58642 -3.36071
H 0.04261 -0.67650 -3.90191
H -0.48906 -0.91673 -2.38881
O -1.19452 -2.86472 -0.70018
H -1.97510 -2.28914 -0.73822
H -0.86609 -2.77889 0.23138
O -2.86972 -0.71008 -0.00331
H -3.59316 -0.38683 -0.55805
H -2.24114 -0.03099 -0.30175
O 1.86531 -1.67566 -0.14229
H 1.57548 -2.39237 -0.75050
H 2.81474 -1.64229 -0.28057
O -1.17906 1.66664 0.94585
H -1.92149 2.12511 1.36468
H -0.72820 1.19694 1.65426
O 1.12165 -3.82643 -1.67225
H 1.14970 -4.55813 -1.05889
H 0.20893 -3.49443 -1.72823
O -3.07282 -0.12773 -2.60919
H -2.19696 -0.11886 -3.04334
H -3.62148 -0.52051 -3.29239
O 0.03616 -2.42653 1.74998
H -0.54461 -1.73608 2.11883
H 0.75735 -1.99599 1.25472
O -1.85630 -0.51043 2.46952
H -2.57883 -0.62693 3.09435
H -2.30232 -0.49234 1.59428
*
```

Results
- Structure (SMILES): C=C/C=C/C/C=C/N.O.O.O.O.O.O.O.O
- LUMO: 0.4 eV



Entry 2:
Computed, not measured: a 2-piece molecular cluster, C6H12N2 overall at a distorted geometry, with ωB97M-V/def2-TZVPD.

Geometry as ORCA input:
```
! RIJCOSX wB97M-V def2-TZVPD def2/J DEFGRID3
* xyz 0 1
C -0.60851 -3.00698 -0.17714
C 0.40962 -1.99432 0.06671
C 1.67518 -1.51519 -0.34030
N 2.01926 -0.50712 0.47538
C 0.95496 -0.28927 1.44546
N 0.00792 -1.18872 1.25014
H -1.67336 -2.37719 -0.26952
H -0.65828 -3.72197 0.62387
H -0.47916 -3.51423 -1.05237
H 2.16029 -1.73155 -1.31041
H 2.65673 0.14555 0.12687
H 0.98218 0.35853 2.30353
C -1.40638 1.86072 -0.22235
C -0.38360 2.97730 -0.61409
H -0.96282 1.36305 0.59748
H -2.49645 2.21738 -0.04804
H -1.54931 1.20302 -0.99909
H -0.27078 3.75817 0.27332
H 0.54138 2.54980 -0.67231
H -0.91887 3.41302 -1.45716
*
```

Results
- Structure (SMILES): Cc1c[nH]cn1.CC
- LUMO: 0.9 eV



Quick rundown of HOMO-LUMO gap, same order as above: 8.805 9.260 eV
Quick rundown of ΔE to the lowest compared entry with this formula, charge and spin, same order as above: 141.1 193.6 kJ/mol
Quick rundown of E_tot, same order as above: -25566.4851 -9394.8436 eV